C28H35FLuN14O7 | the ωB97M-V functional and the def2-TZVPD basis

Values from the calculation:
Frontier orbital gap   0.255 Eh
E   -101136.772 eV
HOMO   -10.106 eV
Energy above the lowest of the compared OMol25 structures with the same formula, charge and spin   0.0 kJ/mol
Net charge   +1

Each line ends with the Mulliken charge.
CARTESIAN COORDINATES (ANGSTROEM)
H: -0.286 2.803 2.173  0.0748
C: 1.500 -0.745 7.197  -1.2460
C: 1.427 -0.065 -6.669  -0.5984
C: 2.644 -0.986 -6.869  -0.8640
C: 3.231 0.837 6.411  -1.2256
H: 4.670 -0.733 -7.264  0.3597
H: -4.177 0.434 -1.901  0.5292
C: -1.015 -3.169 2.122  0.5754
C: -1.038 0.553 -0.604  1.3201
C: 0.995 0.707 -4.359  -0.6666
C: -3.265 0.310 0.636  -0.3893
H: 2.495 -1.637 -7.733  0.4290
H: 1.234 0.475 -7.606  0.3226
H: -4.861 3.114 3.474  0.4539
H: 3.842 0.034 6.820  0.4508
N: 3.849 -0.143 -7.091  -0.0653
C: -1.096 0.585 -3.112  0.5771
O: -4.376 0.807 0.682  -0.7080
O: -2.666 -0.336 1.545  -0.3609
C: 0.917 2.579 3.634  0.5630
H: -1.470 -5.155 1.475  0.5452
H: 1.661 -1.680 6.651  0.3652
C: -3.098 0.461 -1.876  0.0632
C: 2.847 1.632 -5.735  -0.8631
H: 2.625 3.728 3.649  0.1740
H: 2.812 -1.594 -5.976  0.3600
O: 2.564 -0.617 0.512  -0.8309
N: -0.130 2.221 2.996  -0.2930
N: -2.748 0.864 4.042  0.6641
C: -2.467 0.430 -0.679  -0.4948
H: -0.238 -0.698 5.545  0.0667
N: 1.340 1.994 4.806  -0.2228
H: 0.560 -0.687 -6.451  0.3938
H: -3.797 -1.461 -4.387  0.3441
C: 0.266 -4.322 0.476  -0.3804
H: -4.274 0.922 -4.002  0.4495
H: 0.456 -0.693 7.510  0.4232
Lu: -0.938 -0.017 2.807  2.0367
H: 3.592 1.028 5.399  0.4121
C: -4.316 2.235 3.738  -0.2253
H: -3.214 -1.446 4.759  0.4338
H: -2.333 -1.069 -5.286  0.2714
C: 1.691 0.625 -3.144  0.1958
C: -3.263 0.628 -4.288  -0.9919
C: 4.088 0.750 -5.924  -0.7008
N: -3.884 0.373 4.467  0.8609
H: -0.909 0.713 -5.267  0.6265
H: -3.916 -0.611 -5.926  0.3869
H: 0.456 -5.191 -0.140  0.4396
H: 1.601 0.475 -1.019  0.4013
F: 3.052 0.614 -3.172  -0.3655
H: 3.688 0.443 -7.922  0.3814
H: 1.575 4.009 2.346  0.2297
N: -3.966 -0.799 5.104  -0.6671
H: 2.080 2.491 5.279  0.2469
H: 3.379 1.725 7.038  0.3040
O: -1.897 -1.950 3.914  -0.8627
H: 2.116 -0.758 8.095  0.4383
N: -4.887 1.182 4.315  -1.1443
H: 2.990 2.261 -4.860  0.4522
C: -2.083 -3.007 3.213  0.0217
O: -2.952 -3.845 3.370  -0.7320
C: 1.690 -0.837 1.346  -0.0621
N: -0.221 -2.107 2.023  -0.0854
C: -0.389 0.666 -4.323  -1.1630
N: -2.467 0.559 -3.074  0.1595
N: 1.842 0.412 6.394  0.0812
C: -0.360 0.563 -1.904  0.6663
C: 1.038 0.560 -1.942  -0.5028
H: 4.968 1.363 -6.112  0.3362
N: 1.645 0.859 -5.596  0.1586
C: -3.325 -0.713 -5.019  -0.9937
H: 4.257 0.130 -5.043  0.4736
O: 1.394 -0.144 2.361  -0.4442
H: -4.902 -1.177 5.048  0.3244
C: 0.990 0.789 5.392  0.6387
H: 2.743 2.293 -6.607  0.3333
O: -0.416 0.697 0.462  -0.4550
H: -2.856 1.407 -4.940  0.4353
N: 1.691 3.658 3.282  -0.5564
N: -3.016 2.059 3.562  -0.6455
C: 1.103 -3.216 0.400  -0.6812
N: -0.077 0.173 5.041  -0.4090
C: -0.806 -4.312 1.359  -0.6108
C: 0.827 -2.116 1.206  0.7066
H: 1.963 -3.196 -0.253  0.5502